No. 1
Formula: C3H4O2
Source: the OMol25 dataset
Level of theory: wB97M-V/def2-TZVPD

As for the orbital gap: 0.361 Ha. The calculation puts the relative energy (zero: lowest compared OMol25 entry of this formula, charge and spin) at 109.5 kcal per mole. The calculation puts the HOMO energy at -0.37336 hartree. The calculation puts the total energy at -267.018301 a.u. As for the spin multiplicity: 1.

Positions of all 9 atoms, in Å:
C 0.437 1.444 0.182
C -0.063 0.058 0.883
C -0.643 -1.049 -0.009
H 0.981 2.183 0.905
H 0.756 -0.162 1.491
H -0.988 0.358 1.442
H -2.147 -0.849 -0.497
O 0.178 1.647 -0.972
O 0.199 -2.179 -0.238

Atomic partial charges in e from the Mulliken method, atoms 1 to 8: number 1, C, carries 0.12; number 2, C, carries -0.37; number 3, C, carries 0.00; number 4, H, carries 0.29; number 5, H, carries 0.34; number 6, H, carries 0.24; number 7, H, carries 0.25; number 8, O, carries -0.42

=====

No. 2
Formula: C30H33Cl2N5O6PPbS
Source: the OMol25 dataset
Level of theory: wB97M-V/def2-TZVPD

As for the orbital gap: 0.321 Ha. The calculation puts the relative energy (zero: lowest compared OMol25 entry of this formula, charge and spin) at 0.0 kcal per mole. The calculation puts the HOMO energy at -0.40497 hartree. The net charge is +1. The calculation puts the total energy at -3740.950552 a.u. As for the spin multiplicity: 1.

Positions of all 79 atoms, in Å:
Pb 0.849 -0.599 -0.668
Cl 4.011 -1.544 -0.985
C 3.762 -2.826 -2.198
Cl 2.188 -3.586 -1.999
H 4.535 -3.568 -2.051
H 3.811 -2.366 -3.176
N 0.819 1.694 1.081
C 1.234 1.735 2.415
C 2.357 2.490 2.767
C 2.783 2.565 4.076
C 2.110 1.884 5.090
C 1.027 1.106 4.759
C 0.582 1.011 3.427
P -0.680 -0.221 3.232
C -2.129 0.157 4.151
C -2.310 1.424 4.701
C -3.512 1.732 5.314
C -4.529 0.787 5.357
C -4.355 -0.472 4.793
C -3.157 -0.794 4.183
C 0.012 -1.776 3.782
C -0.445 -2.436 4.918
C 0.130 -3.644 5.293
C 1.153 -4.192 4.537
C 1.625 -3.526 3.409
C 1.065 -2.319 3.037
H -0.188 1.855 1.010
H 1.294 2.370 0.477
H 2.870 3.039 1.985
H 3.645 3.174 4.317
H 2.441 1.952 6.117
H 0.522 0.541 5.537
H -1.520 2.163 4.639
H -3.661 2.713 5.745
H -5.474 1.040 5.822
H -5.156 -1.198 4.825
H -3.029 -1.763 3.719
H -1.235 -2.009 5.520
H -0.224 -4.153 6.180
H 1.594 -5.135 4.831
H 2.435 -3.946 2.828
H 1.458 -1.790 2.176
O -2.076 1.712 1.512
S -2.162 0.457 0.804
O -3.375 -0.290 0.866
O -1.462 0.431 -0.476
O -1.075 -0.537 1.711
N -0.890 -2.564 -0.803
C -1.931 -3.061 -0.712
N -3.099 -3.642 -0.608
C -3.443 -4.447 0.583
C -4.702 -3.904 1.246
C -5.830 -3.767 0.222
C -5.396 -2.844 -0.917
C -4.162 -3.406 -1.605
H -2.588 -4.434 1.255
H -3.599 -5.477 0.253
H -4.481 -2.922 1.671
H -4.987 -4.575 2.058
H -6.733 -3.388 0.700
H -6.072 -4.755 -0.186
H -5.154 -1.858 -0.515
H -6.190 -2.724 -1.655
H -3.771 -2.736 -2.367
H -4.390 -4.365 -2.078
C 1.928 4.781 -3.280
N 1.621 3.351 -3.262
C 1.323 2.683 -4.415
C 1.019 1.373 -4.443
C 1.006 0.691 -3.183
O 0.737 -0.541 -3.044
N 1.287 1.374 -2.056
C 1.599 2.695 -2.034
O 1.853 3.311 -1.003
H 2.208 5.060 -4.292
H 2.751 4.980 -2.601
H 1.068 5.366 -2.960
H 1.347 3.285 -5.314
H 0.783 0.854 -5.358

Atomic partial charges in e from the Mulliken method, atoms 1 to 8: number 1, Pb, carries 1.22; number 2, Cl, carries -0.11; number 3, C, carries -0.35; number 4, Cl, carries -0.09; number 5, H, carries 0.36; number 6, H, carries 0.27; number 7, N, carries -0.10; number 8, C, carries 0.00

=====

No. 3
Formula: C4H13N2O
Source: the OMol25 dataset
Level of theory: wB97M-V/def2-TZVPD

As for the orbital gap: 0.309 Ha. The calculation puts the relative energy (zero: lowest compared OMol25 entry of this formula, charge and spin) at 59.6 kcal per mole. The calculation puts the HOMO energy at -0.43068 hartree. The net charge is +1. The calculation puts the total energy at -344.671876 a.u. As for the spin multiplicity: 1.

Positions of all 20 atoms, in Å:
C 0.106 -0.888 0.209
C -1.402 -0.426 0.090
C -1.591 1.051 0.571
C -2.430 1.913 0.013
N -0.741 1.390 1.651
N 1.110 -0.332 -0.844
H 0.205 -1.947 0.206
H 0.546 -0.513 1.141
H -1.938 -1.243 0.718
H -1.838 -0.434 -0.909
H -2.430 2.942 0.324
H -3.272 1.635 -0.771
H -0.546 2.420 1.566
H -0.161 0.706 2.167
H 1.196 0.646 -0.635
H 0.593 -0.330 -1.805
H 1.993 -0.854 -1.018
H 3.256 -2.823 -1.599
H 4.320 -1.716 -1.360
O 3.424 -1.975 -1.121

Atomic partial charges in e from the Mulliken method, atoms 1 to 8: number 1, C, carries -0.73; number 2, C, carries -0.56; number 3, C, carries 0.77; number 4, C, carries -0.99; number 5, N, carries -0.46; number 6, N, carries -0.26; number 7, H, carries 0.38; number 8, H, carries 0.29

=====

No. 4
Formula: C13H16Cl3HgN4O4
Source: the OMol25 dataset
Level of theory: wB97M-V/def2-TZVPD

As for the orbital gap (alpha / beta): 0.221 / 0.276 Ha. The calculation puts the relative energy (zero: lowest compared OMol25 entry of this formula, charge and spin) at 25.7 kcal per mole. The calculation puts the HOMO energy (alpha / beta) at -0.25206 / -0.30763 hartree. The calculation puts the total energy at -2558.939369 a.u. Its expectation value of S² is 0.755. As for the spin multiplicity: 2.

Positions of all 41 atoms, in Å:
Hg 0.294 -0.031 0.226
O -3.081 0.116 3.515
C -1.948 -0.048 2.829
O -1.199 0.847 2.547
C -1.766 -1.462 2.359
C -2.536 -2.504 2.827
C -2.271 -3.785 2.356
C -1.247 -3.973 1.452
C -0.514 -2.870 1.029
N -0.786 -1.648 1.474
C 0.655 -3.046 0.036
O 0.783 -4.161 -0.442
O 1.373 -2.009 -0.172
H -3.156 1.057 3.735
H -3.323 -2.308 3.540
H -2.866 -4.623 2.695
H -0.987 -4.943 1.053
N 0.006 -0.331 -2.247
C 1.285 0.000 -2.915
C 1.737 1.428 -2.567
C 3.130 1.509 -1.930
C 3.299 0.789 -0.597
N 2.286 1.228 0.403
H -0.215 -1.304 -2.428
H -0.747 0.231 -2.632
H 1.203 -0.114 -3.996
H 2.013 -0.732 -2.563
H 0.998 1.881 -1.905
H 1.745 2.043 -3.467
H 3.392 2.563 -1.797
H 3.868 1.089 -2.619
H 4.304 0.985 -0.222
H 3.195 -0.290 -0.716
H 2.134 2.230 0.328
H 2.637 1.062 1.339
Cl -2.975 4.023 -2.189
C -2.450 3.811 0.195
Cl -1.617 5.280 0.570
Cl -3.988 3.588 0.953
C -1.656 2.677 0.090
N -1.011 1.744 -0.145

Atomic partial charges in e from the Mulliken method, atoms 1 to 8: number 1, Hg, carries 1.93; number 2, O, carries -0.46; number 3, C, carries 0.12; number 4, O, carries -0.53; number 5, C, carries 0.61; number 6, C, carries -0.55; number 7, C, carries -0.32; number 8, C, carries -0.61

=====

No. 5
Formula: C19H41N2O4P2
Source: the OMol25 dataset
Level of theory: wB97M-V/def2-TZVPD

As for the orbital gap: 0.273 Ha. The calculation puts the HOMO energy at -0.40886 hartree. The net charge is +1. The calculation puts the total energy at -1841.463817 a.u. As for the spin multiplicity: 1.

Positions of all 68 atoms, in Å:
C -1.672 2.755 6.950
C -3.094 2.783 6.499
O -3.868 3.679 6.678
O -3.481 1.627 5.849
C -3.426 1.766 4.434
C -3.534 0.398 3.796
C -3.444 0.518 2.275
C -3.242 -0.844 1.610
C -3.409 -0.775 0.072
P -1.850 -0.864 -0.815
C -0.746 0.449 -0.267
C 0.266 0.887 -1.356
C 1.624 0.188 -1.211
C 2.844 0.995 -1.670
C 2.858 2.454 -1.244
N 4.161 3.060 -1.517
N -2.111 -0.897 -2.398
C -3.103 -0.406 -3.070
C -3.938 -1.303 -3.921
C -3.413 1.049 -3.112
P -0.879 -2.793 -0.306
O 0.323 -3.012 -1.132
H -1.041 2.381 6.145
H -1.596 2.049 7.775
H -1.363 3.749 7.250
H -2.471 2.217 4.140
H -4.246 2.398 4.085
H -4.488 -0.057 4.064
H -2.734 -0.245 4.167
H -4.361 0.968 1.893
H -2.581 1.143 2.033
H -2.242 -1.189 1.877
H -3.963 -1.563 1.995
H -4.085 -1.532 -0.323
H -3.839 0.196 -0.190
H -0.187 0.154 0.622
H -1.372 1.294 0.029
H 0.342 1.968 -1.282
H -0.140 0.654 -2.339
H 1.590 -0.707 -1.833
H 1.784 -0.182 -0.197
H 2.999 0.896 -2.744
H 3.709 0.512 -1.217
H 2.118 3.009 -1.825
H 2.537 2.522 -0.196
H 4.767 2.969 -0.712
H 4.041 4.055 -1.660
H -4.938 -0.902 -4.054
H -3.988 -2.278 -3.442
H -3.454 -1.434 -4.891
H -3.144 1.406 -4.109
H -4.482 1.213 -2.983
H -2.838 1.618 -2.386
H -0.657 -2.704 1.079
H -1.924 -3.718 -0.481
C 6.785 -2.858 -1.800
C 5.737 -3.178 -2.865
C 4.472 -2.611 -2.234
O 4.886 -1.496 -1.439
C 6.312 -1.498 -1.304
H 7.804 -2.834 -2.180
H 6.738 -3.593 -0.994
H 5.969 -2.647 -3.790
H 5.653 -4.239 -3.094
H 3.988 -3.346 -1.582
H 3.743 -2.272 -2.971
H 6.722 -0.688 -1.916
H 6.571 -1.310 -0.262

Atomic partial charges in e from the Mulliken method, atoms 1 to 8: number 1, C, carries -0.87; number 2, C, carries 0.69; number 3, O, carries -0.52; number 4, O, carries -0.31; number 5, C, carries -0.70; number 6, C, carries -0.69; number 7, C, carries -0.47; number 8, C, carries -0.62

=====

No. 6
Formula: CH6OP4
Source: the OMol25 dataset
Level of theory: wB97M-V/def2-TZVPD

As for the orbital gap: 0.322 Ha. The calculation puts the relative energy (zero: lowest compared OMol25 entry of this formula, charge and spin) at 14.2 kcal per mole. The calculation puts the HOMO energy at -0.32602 hartree. The calculation puts the total energy at -1482.240591 a.u. As for the spin multiplicity: 1.

Positions of all 12 atoms, in Å:
O 1.729 2.344 -0.172
C 0.953 1.683 -0.754
P 1.056 -0.523 -0.967
P 1.330 -1.085 1.197
P -1.111 -0.238 -1.312
P -2.115 -1.009 0.455
H -0.072 1.789 -1.034
H 2.613 -1.329 1.380
H 1.578 0.191 1.799
H -1.122 -1.506 -1.850
H -3.189 -0.244 -0.022
H -1.649 -0.073 1.280

Atomic partial charges in e from the Mulliken method, atoms 1 to 8: number 1, O, carries -0.34; number 2, C, carries 0.07; number 3, P, carries 0.02; number 4, P, carries -0.13; number 5, P, carries -0.12; number 6, P, carries -0.08; number 7, H, carries 0.26; number 8, H, carries 0.06

=====

No. 7
Formula: C38H37GeN3PPdS3Se
Source: the OMol25 dataset
Level of theory: wB97M-V/def2-TZVPD

As for the orbital gap (alpha / beta): 0.222 / 0.226 Ha. The calculation puts the relative energy (zero: lowest compared OMol25 entry of this formula, charge and spin) at 26.3 kcal per mole. The calculation puts the HOMO energy (alpha / beta) at -0.25724 / -0.26912 hartree. The calculation puts the total energy at -7776.748173 a.u. Its expectation value of S² is 0.757. As for the spin multiplicity: 2.

Positions of all 85 atoms, in Å:
Pd -0.237 0.457 -0.695
S 0.138 -1.555 -2.076
P -1.771 -1.971 -1.607
S -2.645 -0.477 -0.607
C -1.921 -3.564 -0.760
C -1.473 -4.702 -1.436
C -1.595 -5.946 -0.841
C -2.176 -6.057 0.421
C -2.637 -4.928 1.078
C -2.500 -3.673 0.494
C -2.732 -2.245 -3.131
C -2.317 -1.718 -4.348
C -3.133 -1.832 -5.467
C -4.362 -2.470 -5.369
C -4.780 -2.999 -4.154
C -3.969 -2.887 -3.034
H -1.034 -4.601 -2.422
H -1.241 -6.830 -1.358
H -2.259 -7.030 0.890
H -3.098 -5.019 2.055
H -2.842 -2.783 1.010
H -1.345 -1.242 -4.415
H -2.812 -1.424 -6.418
H -4.992 -2.565 -6.246
H -5.739 -3.499 -4.078
H -4.284 -3.302 -2.084
C 4.414 2.338 3.324
C 3.660 3.212 2.548
C 2.454 2.792 2.006
C 1.981 1.500 2.243
C 2.752 0.625 3.006
C 3.962 1.046 3.550
Ge 0.224 0.938 1.606
C -1.110 2.040 2.536
C -2.473 1.890 2.270
C -3.415 2.675 2.921
C -3.006 3.623 3.852
C -1.657 3.770 4.139
C -0.714 2.986 3.481
C -0.022 -0.881 2.316
C 0.599 -1.975 1.704
C 0.516 -3.240 2.268
C -0.213 -3.433 3.435
C -0.862 -2.361 4.033
C -0.768 -1.089 3.475
H 5.350 2.668 3.758
H 4.016 4.217 2.362
H 1.868 3.476 1.403
H 2.400 -0.384 3.191
H 4.550 0.361 4.148
H -2.803 1.156 1.547
H -4.467 2.553 2.690
H -3.740 4.242 4.354
H -1.335 4.503 4.868
H 0.339 3.110 3.710
H 1.166 -1.831 0.795
H 1.008 -4.080 1.792
H -0.278 -4.421 3.875
H -1.444 -2.512 4.934
H -1.264 -0.250 3.952
Se 2.104 1.311 -1.447
C 3.894 0.764 -1.120
C 4.875 1.198 -2.003
C 6.190 0.827 -1.771
N 6.583 0.072 -0.742
C 5.630 -0.335 0.099
C 4.286 -0.022 -0.042
H 4.615 1.817 -2.853
H 6.973 1.151 -2.451
H 5.965 -0.945 0.934
H 3.561 -0.382 0.679
C -0.140 2.771 -4.519
N -0.704 2.484 -3.216
C -0.479 3.191 -2.110
S -1.370 2.807 -0.686
N 0.385 4.197 -2.189
C 0.940 4.905 -1.044
H -0.699 2.220 -5.270
H 0.907 2.457 -4.564
H -0.215 3.836 -4.751
H -1.427 1.797 -3.134
H 0.953 4.230 -3.021
H 0.270 4.805 -0.198
H 1.054 5.959 -1.292
H 1.912 4.483 -0.785

Atomic partial charges in e from the Mulliken method, atoms 1 to 8: number 1, Pd, carries 1.31; number 2, S, carries -0.71; number 3, P, carries 1.75; number 4, S, carries -0.75; number 5, C, carries 0.15; number 6, C, carries -0.38; number 7, C, carries -0.73; number 8, C, carries -0.48

=====

No. 8
Formula: C8H24N4P
Source: the OMol25 dataset
Level of theory: wB97M-V/def2-TZVPD

As for the orbital gap (alpha / beta): 0.268 / 0.268 Ha. The calculation puts the relative energy (zero: lowest compared OMol25 entry of this formula, charge and spin) at 39.9 kcal per mole. The calculation puts the HOMO energy (alpha / beta) at -0.41062 / -0.41061 hartree. The net charge is +1. The calculation puts the total energy at -879.236647 a.u. As for the spin multiplicity: 1.

Positions of all 37 atoms, in Å:
C 3.292 1.510 -0.704
C -1.037 1.845 0.430
C -0.295 1.309 -1.730
C -4.007 -0.107 -0.052
C -3.219 -2.443 0.033
C 1.356 0.091 2.197
C 4.002 0.133 -0.865
C -0.324 -1.281 1.156
N 2.995 -0.988 -0.659
N -1.045 0.824 -0.624
N -2.848 -1.065 -0.340
N 0.917 -0.804 1.380
P -1.246 -0.827 -0.637
H 2.688 1.489 0.168
H 3.966 2.381 -0.481
H 2.470 1.638 -1.425
H -0.246 2.473 0.248
H -1.917 2.499 0.671
H -1.038 1.308 1.385
H 0.690 1.425 -1.453
H -0.371 0.635 -2.640
H -0.804 2.218 -1.929
H -4.893 -0.395 -0.583
H -4.157 0.035 1.038
H -3.757 0.975 -0.361
H -2.320 -2.980 0.403
H -3.868 -2.516 0.920
H -3.766 -2.940 -0.720
H 0.713 0.617 2.901
H 2.442 0.324 2.307
H 3.468 -1.782 -0.184
H 4.717 0.005 -0.100
H 4.382 0.187 -1.829
H -0.290 -2.339 1.137
H -1.045 -1.034 1.888
H 1.625 -0.985 0.599
H 2.768 -1.435 -1.548

Atomic partial charges in e from the Mulliken method, atoms 1 to 8: number 1, C, carries -0.78; number 2, C, carries -1.03; number 3, C, carries -1.14; number 4, C, carries -0.84; number 5, C, carries -1.07; number 6, C, carries -0.33; number 7, C, carries -0.48; number 8, C, carries -1.26

=====

Q: Number 2 is which compound?
A: C30H33Cl2N5O6PPbS